1.
C20H31BF3N5O10S | the ωB97M-V functional and the def2-TZVPD basis

Calculated values
SMILES: COCCCCc1c(CB(O)O)c(S(C)(=O)=O)c(O)c2c1C(=O)N(CCC(F)(F)F)C2=O.NC(N)=O.NC(N)=O
HOMO: -9.03 eV
Gap between HOMO and LUMO: 8.1 eV

The geometry in ORCA input format:
```
! wB97M-V def2-TZVPD RIJCOSX def2/J DEFGRID3
* xyz 0 1
C -0.26519 2.21729 3.47416
O -0.02623 0.82897 3.25872
C -1.24712 0.07854 3.26331
C -1.87938 0.06919 1.79834
C -2.98895 -1.03570 1.63560
C -2.47254 -2.45683 1.17382
C -1.33621 -2.43853 0.12074
C -0.10402 -3.26617 0.20786
C 0.07166 -4.26323 1.40205
B 1.12497 -3.70199 2.51065
O 1.92521 -4.66520 3.15739
O 1.28352 -2.35109 2.80335
C 0.94287 -3.15481 -0.82810
S 2.49942 -4.08606 -0.80154
C 2.92269 -4.76904 -2.46581
O 2.51482 -5.22665 0.12482
O 3.55714 -3.15062 -0.38796
C 0.77726 -2.22167 -1.95607
O 1.76463 -2.06887 -2.92423
C -0.41875 -1.42129 -2.10018
C -1.42923 -1.58307 -1.03494
C -2.52877 -0.61101 -1.53966
O -3.70855 -0.54118 -1.34890
N -1.90552 0.32013 -2.46403
C -1.62315 1.68224 -1.97703
C -0.99034 2.60738 -3.09654
C 0.49824 2.99728 -2.82800
F 1.14228 2.22028 -1.91320
F 1.24382 2.90973 -4.00123
F 0.53757 4.32081 -2.44115
C -0.84848 -0.37135 -3.15529
O -0.38870 -0.19099 -4.24875
H 0.60110 2.85208 3.13353
H -0.41043 2.47753 4.56587
H -1.16606 2.61794 2.92931
H -1.13812 -0.94458 3.69486
H -1.97319 0.68719 3.88093
H -2.41239 1.06185 1.71876
H -1.09597 0.08123 1.00308
H -3.84341 -0.64614 1.01927
H -3.43299 -1.18544 2.66443
H -2.24685 -3.04522 2.09340
H -3.35161 -2.97545 0.68975
H 0.37494 -5.27602 1.01813
H -0.88659 -4.42947 1.95947
H 1.69062 -5.55655 2.85274
H 1.75596 -2.33359 3.65975
H 3.41888 -3.91894 -3.00591
H 2.02079 -5.15389 -3.00156
H 3.71148 -5.54230 -2.30643
H 1.58791 -1.18520 -3.30080
H -2.62317 2.14623 -1.74526
H -1.05464 1.71640 -1.00670
H -1.56893 3.57117 -3.09585
H -1.10876 2.19183 -4.12534
N 0.24722 3.69252 -6.38599
C -0.47688 4.34817 -7.33466
N 0.13987 5.43810 -7.87421
O -1.59092 3.98901 -7.67553
H 1.16363 3.97059 -6.09097
H -0.17433 2.88454 -5.96670
H -0.36429 5.94773 -8.57789
H 1.05475 5.75045 -7.60832
N 1.66806 3.57632 7.80609
C 1.42103 2.50011 7.00890
N 2.27823 1.45628 7.17262
O 0.50092 2.47272 6.20756
H 2.41819 3.61873 8.46996
H 1.05453 4.36629 7.71210
H 2.12592 0.64479 6.59948
H 3.04052 1.45653 7.82388
*
```

The net atomic charges from Mulliken, expressed in e, are: -0.75, -0.36, -0.76, 0.02, -1.10, -0.86, 0.07, 1.00, -1.96, 0.71, -0.60, -0.45, -0.44, 1.54, -1.07, -0.70, -0.66, 1.04, -0.56, -0.18, 1.00, -0.31, -0.53, 0.28, -0.32, -0.96, 1.00, -0.23, -0.30, -0.29, -0.38, -0.55, 0.27, 0.38, 0.27, 0.31, 0.44, 0.35, 0.13, 0.37, 0.53, 0.21, 0.27, 0.55, 0.41, 0.32, 0.28, 0.35, 0.34, 0.38, 0.27, 0.36, 0.20, 0.44, 0.22, -0.23, 0.63, -0.38, -0.64, 0.14, 0.17, 0.22, 0.16, -0.41, 0.59, -0.36, -0.65, 0.16, 0.22, 0.21, 0.17


2.
C7H7BrN3O3S | the ωB97M-V functional and the def2-TZVPD basis

Calculated values
HOMO (spin up / spin down): -4.00 / -2.45 eV
Gap between HOMO and LUMO (spin up / spin down): 7.2 / 5.2 eV

The geometry in ORCA input format:
```
! wB97M-V def2-TZVPD RIJCOSX def2/J DEFGRID3
* xyz -1 1
C 0.24417 1.92316 1.94480
C 1.09397 0.85686 1.39778
C -0.85527 2.32706 1.18125
C 0.93531 0.47393 0.10757
C -0.25184 0.92680 -0.58108
C 0.01549 0.12195 -2.95234
C 1.39677 -1.70273 -0.04704
N -1.18289 1.72103 0.06974
N -0.63362 0.58258 -1.80132
N 0.44881 -2.12044 0.63340
O -1.62953 -1.95686 2.47107
O -2.23653 -1.97223 0.10862
O 1.67720 -0.55211 -0.52227
S -1.44628 -1.31601 1.16914
Br 2.40335 -2.97315 -1.70013
H 0.57993 2.38863 2.81195
H 1.90088 0.45142 2.07735
H -1.66837 3.15729 1.46524
H 1.05961 0.01080 -3.01293
H -0.50806 -0.10686 -3.77737
H -1.61537 0.87709 -1.90328
H 0.27226 -3.11822 0.85984
*
```

The net atomic charges from Mulliken, expressed in e, are: -0.65, 0.03, -0.26, 0.25, 0.16, -0.72, 0.38, -0.64, -0.01, -0.40, -0.63, -0.60, -0.35, 0.77, -0.62, 0.47, 0.31, 0.24, 0.34, 0.36, 0.31, 0.27


3.
C2H9N3O | the ωB97M-V functional and the def2-TZVPD basis

Calculated values
SMILES: [H]/N=C(\N)NC.O
HOMO: -8.25 eV
Gap between HOMO and LUMO: 8.6 eV
Energy above the lowest of the compared OMol25 structures with the same formula, charge and spin: 79.9 kJ/mol

The geometry in ORCA input format:
```
! wB97M-V def2-TZVPD RIJCOSX def2/J DEFGRID3
* xyz 0 1
H 0.02872 1.35162 -2.53040
N -0.34490 1.40636 -1.59044
C 0.09229 0.47062 -0.83122
N 0.40866 -0.83782 -1.23584
N 0.00802 0.59386 0.53676
C -0.73496 1.69262 1.07362
H 0.36458 -1.48756 -0.47232
H 1.02208 -0.89550 -2.02657
H 0.07141 -0.27380 1.04464
H -1.82462 1.64365 0.94827
H -0.55389 1.76709 2.14302
H -0.46213 2.64489 0.64145
O 0.50001 -2.43178 1.38372
H -0.38006 -2.51859 1.76511
H 1.12582 -2.84526 1.98400
*
```

The net atomic charges from Mulliken, expressed in e, are: 0.19, -0.67, 0.49, -0.37, -0.18, -0.94, 0.17, 0.23, 0.21, 0.29, 0.35, 0.30, -0.68, 0.31, 0.30


4.
C6H36NO12 | the ωB97M-V functional and the def2-TZVPD basis

Calculated values
HOMO: -6.09 eV
Gap between HOMO and LUMO: 8.6 eV
Energy above the lowest of the compared OMol25 structures with the same formula, charge and spin: 286.9 kJ/mol

The geometry in ORCA input format:
```
! wB97M-V def2-TZVPD RIJCOSX def2/J DEFGRID3
* xyz -1 1
C -0.97107 -0.43466 2.03965
C -2.30097 -0.38115 1.27187
N -2.19434 -1.11169 0.00042
C -3.46879 -1.84775 -0.27439
C -2.75630 0.43967 -1.99079
C -1.73582 -0.29606 -1.12703
C -0.69350 -1.18163 -1.94017
O 0.50652 -0.51006 -2.35784
H -0.85067 -1.46968 2.35864
H -0.15216 -0.18790 1.35830
H -0.94550 0.28629 2.85707
H -3.04501 -0.88239 1.88800
H -2.60234 0.65960 1.06185
H -4.28788 -1.21300 0.06318
H -3.62939 -2.07262 -1.32485
H -3.34646 -2.78682 0.27012
H -2.40633 0.59583 -3.00181
H -3.61716 -0.21925 -2.15295
H -3.01581 1.39861 -1.53960
H -1.04115 0.42068 -0.65923
H -1.22532 -1.70150 -2.74453
H -0.40878 -1.95137 -1.21621
H 0.62729 3.27870 3.42129
H -0.81087 3.36357 3.54873
O -0.04417 3.09765 4.08138
H -0.13351 0.61559 -3.73648
H -0.55951 -0.16015 -5.02686
O -0.56270 0.70457 -4.60782
H 0.95748 -0.38292 -1.49779
H 2.73077 0.34061 -1.92663
O 2.77356 -0.25195 -1.16855
H 2.95755 -2.39683 -1.75044
H 2.78129 -3.43998 -0.58012
O 3.40954 -3.08520 -1.24553
H 0.91686 -4.19482 0.82629
H 1.93646 -3.34040 1.43895
O 1.88130 -4.11401 0.83573
H -1.91209 2.58109 0.65509
H -2.70919 3.03969 1.85143
O -2.80093 2.84957 0.91695
H 4.43573 -2.24026 -0.49684
H 4.21009 -0.77803 -0.43124
O 4.86517 -1.45591 -0.12853
H 2.39629 0.25400 -0.32928
H 2.67845 1.06243 1.62438
O 2.02247 0.78143 0.97295
H 0.72204 3.05776 -0.17061
H 1.86889 2.29286 0.53532
O 1.60742 3.22072 0.17939
H -0.13323 4.88682 0.64358
H 0.73681 4.28174 1.60087
O -0.14328 4.71848 1.59760
H 3.20518 -1.64510 1.75611
H 1.99981 -0.79616 1.74028
O 2.27727 -1.69870 2.03069
*
```

The net atomic charges from Mulliken, expressed in e, are: -0.63, -0.76, 0.21, -1.37, -1.23, 0.83, -0.94, -0.61, 0.32, -0.19, 0.40, 0.52, 0.45, 0.43, 0.45, 0.32, 0.51, 0.31, 0.23, -0.19, 0.32, 0.47, 0.31, 0.30, -0.63, 0.35, 0.31, -0.66, 0.26, 0.22, -0.84, 0.30, 0.45, -0.75, 0.30, 0.44, -0.73, 0.28, 0.29, -0.59, 0.45, 0.40, -0.84, 0.51, 0.09, -1.00, 0.30, 0.43, -0.82, 0.25, 0.41, -0.64, 0.34, 0.38, -0.73


5.
C31H75F9FeN5O14S | the ωB97M-V functional and the def2-TZVPD basis

Calculated values
HOMO (spin up / spin down): -9.21 / -9.22 eV
Gap between HOMO and LUMO (spin up / spin down): 9.7 / 8.8 eV

The geometry in ORCA input format:
```
! wB97M-V def2-TZVPD RIJCOSX def2/J DEFGRID3
* xyz 0 6
Fe -20.75135 3.84074 -9.56849
C -23.03556 4.43082 -7.57770
O -23.42842 3.15486 -7.18460
O -21.90848 4.50317 -8.29437
C -24.23258 5.05023 -8.25842
F -25.25963 5.07471 -7.41617
F -23.94217 6.35614 -8.53400
F -24.73486 4.44941 -9.35583
C -23.91954 2.98100 -5.84140
C -24.14260 1.52345 -5.57357
H -24.75305 1.56095 -4.67822
H -24.74442 1.03449 -6.37006
H -23.27296 0.86592 -5.47929
H -24.93571 3.40979 -5.77222
H -23.30911 3.46963 -5.15402
H -22.94053 5.05439 -6.70500
C -19.25634 2.44145 -7.52606
O -19.00641 3.27141 -6.42404
O -19.34269 3.10902 -8.73181
C -18.06338 1.47147 -7.73981
F -18.33563 0.80800 -8.87910
F -16.80450 2.04804 -7.89920
F -17.93276 0.43859 -6.83588
C -19.70636 2.71006 -5.26537
C -19.36849 3.52413 -4.02224
H -19.68873 2.91910 -3.16198
H -18.28947 3.75975 -3.95506
H -19.90211 4.44372 -4.03872
H -19.35999 1.69282 -4.98697
H -20.78121 2.75571 -5.41550
H -20.16746 1.87229 -7.25322
C -22.75813 0.16524 -9.40412
F -22.37667 -1.12347 -9.66955
F -24.05631 0.29329 -9.26898
F -22.13288 0.49759 -8.27826
S -22.24330 1.16142 -10.84283
O -23.30190 1.18057 -11.84856
O -22.08217 2.48380 -10.15104
O -20.97527 0.64719 -11.31677
C -16.86871 10.34810 -7.02218
C -16.76608 8.82948 -7.28867
C -18.14921 8.29882 -7.73337
O -18.13605 6.88021 -8.11990
C -18.10449 6.02395 -6.91645
N -15.67025 8.55653 -8.17320
H -16.00838 10.74567 -6.37528
H -17.80259 10.58191 -6.48256
H -16.88712 11.00299 -7.92615
H -16.67328 8.25663 -6.41153
H -18.41919 8.81324 -8.68339
H -18.90865 8.42866 -6.92744
H -19.14198 6.03324 -6.40562
H -17.31731 6.34931 -6.23099
H -17.89146 4.99280 -7.17393
H -15.70640 7.68795 -8.73077
H -15.53685 9.29594 -8.85113
C -17.78886 1.73023 -11.98866
C -18.14280 3.19208 -11.64299
C -17.61841 4.18144 -12.66335
O -17.74094 5.48517 -12.07518
C -17.35348 6.54763 -13.00284
N -19.60260 3.33465 -11.47534
H -18.00625 1.56185 -13.04596
H -18.35560 1.03035 -11.36329
H -16.71457 1.46162 -11.82346
H -17.62695 3.49516 -10.70673
H -18.32213 4.09671 -13.57623
H -16.57396 3.97099 -13.02218
H -16.25211 6.47195 -13.15985
H -17.59257 7.44615 -12.50270
H -17.92641 6.34566 -13.84745
H -20.05992 3.97560 -12.14876
H -19.94919 2.41023 -11.68821
C -20.51097 8.26496 -10.83624
C -21.07109 6.88095 -10.38925
C -21.95516 6.41561 -11.51709
O -22.25438 5.06401 -11.42905
C -23.08276 4.57721 -12.41655
N -20.10389 5.82104 -10.03633
H -21.33534 8.93613 -10.80798
H -20.12848 8.23849 -11.85531
H -19.77671 8.78831 -10.22539
H -21.66609 7.11706 -9.50961
H -21.32433 6.60073 -12.43014
H -22.83408 7.09483 -11.56257
H -22.69395 4.75436 -13.38342
H -24.06890 5.08684 -12.27197
H -23.22946 3.48375 -12.36882
H -19.58521 6.09477 -9.15353
H -19.48076 5.73236 -10.80880
C -20.92938 11.60707 -8.09085
C -22.38589 11.10556 -8.12550
C -22.60896 9.86931 -7.21218
O -21.86363 8.83348 -7.71943
C -21.78060 7.73776 -6.88829
N -23.30896 12.13572 -7.60676
H -20.21037 10.78986 -8.12080
H -20.82324 12.10870 -7.16413
H -20.66133 12.29829 -8.93574
H -22.47309 10.68651 -9.13526
H -23.68501 9.70645 -7.11896
H -22.22115 10.31951 -6.25478
H -22.76600 7.41845 -6.51910
H -21.11683 8.03723 -6.03680
H -21.32616 6.93275 -7.47622
H -22.90447 13.01389 -7.31885
H -23.92701 12.49750 -8.34500
C -23.14736 1.80032 -16.46374
C -22.76873 1.27661 -15.05259
C -23.12807 -0.16775 -14.85421
O -24.44692 -0.54621 -15.40768
C -25.19307 -1.49342 -14.66598
N -21.30510 1.49364 -14.78869
H -22.71687 1.12801 -17.23410
H -22.71377 2.78732 -16.69535
H -24.19373 1.74890 -16.53780
H -23.19702 2.05120 -14.37826
H -23.11529 -0.36063 -13.82881
H -22.33263 -0.86570 -15.20333
H -25.39789 -1.12282 -13.70886
H -24.62307 -2.46605 -14.53959
H -26.19474 -1.64247 -15.11702
H -21.12180 1.15559 -13.83188
H -20.75555 0.74731 -15.28965
C -14.49579 4.76543 -10.31158
O -15.14768 5.72577 -11.16292
H -14.81834 3.75909 -10.53608
H -13.41889 4.89133 -10.51463
H -14.70025 4.84563 -9.26561
H -16.06096 5.92577 -10.76661
C -20.14676 4.71196 -15.95107
O -20.43018 4.21032 -14.64417
H -19.20008 4.31671 -16.31537
H -20.96794 4.51372 -16.62139
H -20.00843 5.76040 -15.81668
H -20.51572 3.26666 -14.68067
*
```

Atomic partial charges in e from the Mulliken method, atoms 1 to 99: 1.60, -0.16, -0.06, 0.47, 0.15, -0.33, -0.11, -0.25, -0.40, -1.33, 0.43, 0.25, 0.26, 0.34, 0.46, 0.15, -0.22, -0.06, -0.30, 0.39, -0.13, -0.26, -0.32, 0.11, -1.49, 0.45, 0.31, 0.33, 0.34, 0.07, 0.09, 0.55, -0.24, -0.19, -0.10, 1.29, -0.68, -1.25, -0.79, -1.45, 0.15, -0.14, -0.23, -0.45, -0.61, 0.33, 0.32, 0.38, 0.53, -0.27, 0.03, -0.07, 0.55, -0.15, 0.16, 0.30, -1.66, 1.70, -1.03, 0.51, -1.01, 1.42, 0.43, 0.33, 0.35, -0.50, -0.06, 0.27, 0.28, 0.24, 0.22, -0.49, -0.81, -1.64, 2.27, -1.44, 0.45, -1.15, 2.01, 0.42, 0.28, 0.13, -0.73, 0.33, 0.36, 0.43, 0.33, -0.01, -0.68, -0.33, -1.08, 0.55, -0.95, 0.34, -0.65, -0.65, -0.04, 0.53, 0.26


6.
C2H4N2O2 | the ωB97M-V functional and the def2-TZVPD basis

Calculated values
SMILES: [H]/N=C\N(O)C=O
HOMO: -10.06 eV
Gap between HOMO and LUMO: 10.0 eV
Energy above the lowest of the compared OMol25 structures with the same formula, charge and spin: 523.7 kJ/mol

The geometry in ORCA input format:
```
! wB97M-V def2-TZVPD RIJCOSX def2/J DEFGRID3
* xyz 0 1
H -1.44090 -0.96646 -1.12956
N -2.05053 -0.47232 -0.31844
C -1.15541 -0.14102 0.44233
N 0.27605 -0.36844 -0.08614
O 0.31783 -0.14772 -1.44216
C 1.10166 0.56904 0.62655
O 2.29755 0.76153 0.36750
H -1.23527 0.40850 1.42405
H 1.39299 -0.10382 -1.57466
H 0.49602 0.46071 1.69052
*
```

The net atomic charges from Mulliken, expressed in e, are: 0.36, -0.51, 0.08, 0.00, -0.48, 0.29, -0.49, 0.26, 0.38, 0.13